Arrangement a

Density functional theory data (the ωB97M-V functional and the def2-TZVPD basis) for a 6-piece molecular cluster, C6H24N12O6 overall.

SMILES string = NC(N)=O.NC(N)=O.NC(N)=O.NC(N)=O.NC(N)=O.NC(N)=O
Multiplicity = 1
HOMO energy = -9.3 eV
E_LUMO = -0.3609 eV

Last column: Mulliken charge in e.
Atoms and positions in Å:
1 C 1.314 2.992 2.207  0.845
2 O 0.595 1.987 2.309  -0.945
3 N 2.303 3.274 2.994  -0.451
4 N 1.301 3.860 1.256  -0.434
5 H 2.242 2.682 3.810  0.252
6 H 2.893 4.093 2.984  0.176
7 H 2.163 4.316 0.992  0.194
8 H 0.567 3.757 0.569  0.248
9 C -1.038 0.725 5.119  0.461
10 O -1.552 0.535 6.173  -0.646
11 N -1.147 1.833 4.454  -0.380
12 N -0.450 -0.099 4.317  -0.283
13 H -0.663 2.158 3.629  0.343
14 H -1.431 2.677 4.930  0.214
15 H 0.069 0.226 3.513  0.272
16 H -0.612 -1.090 4.425  0.161
17 C -3.481 -0.807 -2.754  0.581
18 O -4.647 -1.043 -2.626  -0.704
19 N -2.629 -1.497 -2.036  -0.249
20 N -2.888 0.091 -3.458  -0.244
21 H -1.659 -1.218 -2.080  0.084
22 H -3.060 -2.100 -1.349  0.185
23 H -1.879 0.134 -3.486  0.219
24 H -3.459 0.660 -4.067  0.200
25 C 2.174 -0.239 -4.140  0.680
26 O 2.502 0.634 -4.862  -0.663
27 N 1.182 -0.940 -4.475  -0.377
28 N 2.775 -0.812 -3.099  -0.437
29 H 0.702 -0.478 -5.234  0.192
30 H 0.970 -1.842 -4.074  0.185
31 H 3.651 -0.340 -2.925  0.243
32 H 2.636 -1.765 -2.796  0.184
33 C 0.046 -3.369 -0.240  0.668
34 O 0.080 -3.520 -1.502  -0.676
35 N -0.890 -2.676 0.375  -0.204
36 N 0.930 -3.871 0.591  -0.482
37 H -1.690 -2.298 -0.111  0.085
38 H -0.717 -2.622 1.369  0.125
39 H 1.088 -3.150 1.280  0.175
40 H 1.680 -4.429 0.210  0.262
41 C -0.101 0.590 -0.814  0.383
42 O -0.362 0.351 -2.009  -0.691
43 N 1.054 0.718 -0.260  -0.123
44 N -0.971 0.363 0.199  -0.316
45 H 1.911 0.607 -0.782  0.216
46 H 0.915 0.949 0.714  0.053
47 H -0.557 -0.129 0.979  0.093
48 H -1.859 0.121 -0.216  0.328

Arrangement b

Density functional theory data (the ωB97M-V functional and the def2-TZVPD basis) for a 6-piece molecular cluster, C6H24N12O6 overall.

SMILES string = NC(N)=O.NC(N)=O.NC(N)=O.NC(N)=O.NC(N)=O.NC(N)=O
Multiplicity = 1
HOMO energy = -9.4 eV
E_LUMO = 0.1032 eV

Last column: Mulliken charge in e.
Atoms and positions in Å:
1 C 2.983 6.734 -3.739  0.646
2 O 2.224 7.598 -4.331  -0.672
3 N 4.001 6.092 -4.261  -0.406
4 N 3.009 6.594 -2.433  -0.385
5 H 4.731 5.648 -3.722  0.194
6 H 4.205 6.441 -5.187  0.242
7 H 2.251 7.017 -1.918  0.219
8 H 3.687 6.019 -1.953  0.163
9 C -3.499 -3.327 4.674  0.688
10 O -3.982 -3.645 5.706  -0.646
11 N -2.356 -2.829 4.353  -0.339
12 N -4.115 -3.561 3.582  -0.385
13 H -1.610 -2.796 5.034  0.189
14 H -2.126 -2.515 3.421  0.136
15 H -5.048 -3.899 3.771  0.210
16 H -3.666 -3.250 2.732  0.151
17 C 0.129 0.733 -0.365  0.699
18 O -0.331 0.606 -1.496  -0.708
19 N 0.886 1.660 0.058  -0.322
20 N -0.298 0.065 0.649  -0.350
21 H 1.346 2.272 -0.600  0.199
22 H 1.127 1.756 1.034  0.137
23 H 0.091 0.059 1.581  0.160
24 H -0.930 -0.680 0.393  0.182
25 C -1.229 -4.887 -0.581  0.682
26 O -1.731 -3.957 -0.019  -0.630
27 N -0.291 -5.700 -0.100  -0.398
28 N -1.323 -5.065 -1.871  -0.391
29 H 0.098 -5.474 0.805  0.204
30 H -0.040 -6.528 -0.620  0.173
31 H -1.834 -4.397 -2.429  0.212
32 H -0.777 -5.801 -2.297  0.142
33 C 2.789 1.754 5.179  0.631
34 O 1.961 1.807 4.365  -0.602
35 N 3.965 1.243 5.036  -0.392
36 N 2.636 2.110 6.408  -0.386
37 H 4.718 1.401 5.690  0.164
38 H 4.219 0.914 4.115  0.209
39 H 1.683 2.241 6.716  0.219
40 H 3.452 2.105 7.004  0.157
41 C -3.063 -0.736 -5.808  0.708
42 O -3.971 -1.162 -6.504  -0.676
43 N -3.005 0.425 -5.267  -0.374
44 N -1.947 -1.383 -5.626  -0.370
45 H -2.271 0.581 -4.591  0.181
46 H -3.804 0.963 -5.570  0.220
47 H -1.362 -1.089 -4.857  0.124
48 H -1.583 -2.158 -6.161  0.194

Stability order, top to bottom: arrangement a, arrangement b

Arrangement a

Density functional theory data (the ωB97M-V functional and the def2-TZVPD basis) for a 3-piece molecular cluster, C3H10NO3S overall.

Multiplicity = 1
HOMO energy = -3.2 eV
E_LUMO = 3.7635 eV
Net charge = -1

Last column: Mulliken charge in e.
Atoms and positions in Å:
1 O -1.296 0.262 1.273  -0.731
2 C -1.265 1.093 0.368  -0.060
3 C -1.056 0.626 -1.087  0.168
4 C 0.317 1.237 -1.529  -0.845
5 S 1.111 2.128 -0.063  -0.628
6 N -1.152 -0.798 -1.424  -0.751
7 H -1.619 2.109 0.497  0.385
8 H -1.814 1.069 -1.752  0.307
9 H 0.979 0.444 -1.842  0.331
10 H 0.170 2.021 -2.266  0.251
11 H -2.116 -1.076 -1.236  0.266
12 H -0.661 -1.325 -0.694  0.265
13 H 2.415 -1.068 1.066  0.330
14 H 2.980 -0.106 2.090  0.322
15 O 2.814 -1.037 1.929  -0.668
16 H -0.490 -1.230 1.456  0.507
17 H 0.710 -2.259 1.899  0.273
18 O -0.027 -2.090 1.315  -0.721

Arrangement b

Density functional theory data (the ωB97M-V functional and the def2-TZVPD basis) for a 3-piece molecular cluster, C3H10NO3S overall.

Multiplicity = 1
HOMO energy = -3.5 eV
E_LUMO = 3.7224 eV
Net charge = -1

Last column: Mulliken charge in e.
Atoms and positions in Å:
1 C -0.066 0.707 -1.577  -0.794
2 C -0.080 -0.374 -0.430  0.020
3 S -1.725 -1.063 -0.222  -0.597
4 C 0.316 2.003 -0.919  0.494
5 N -0.797 2.638 -0.333  -0.540
6 O 1.419 2.474 -0.772  -0.622
7 H -1.112 0.754 -1.914  0.329
8 H 0.437 0.357 -2.475  0.365
9 H 0.235 0.137 0.480  -0.341
10 H 0.686 -1.078 -0.789  0.208
11 H -0.478 3.125 0.495  0.227
12 H -1.594 2.045 -0.122  0.281
13 H 1.096 -0.077 2.169  0.349
14 H 0.458 -1.445 2.551  0.337
15 O 1.073 -0.792 2.832  -0.668
16 H 0.377 -3.048 -0.366  0.318
17 H -0.571 -3.057 0.850  0.284
18 O 0.323 -3.304 0.541  -0.651

Stability order, top to bottom: arrangement b, arrangement a

Arrangement a

Density functional theory data (the ωB97M-V functional and the def2-TZVPD basis) for one molecule with the formula C4H7NS.

SMILES string = CC1=NSCC1
Multiplicity = 1
HOMO energy = -8.4 eV
E_LUMO = 0.9850 eV

Last column: Mulliken charge in e.
Atoms and positions in Å:
1 C 1.599 0.961 0.847  -0.976
2 C 0.425 0.460 -0.077  0.654
3 C -1.628 -0.691 -0.588  -0.566
4 C -0.205 -0.912 -0.038  -0.468
5 H 2.030 1.856 0.385  0.321
6 H 2.402 0.167 0.940  0.292
7 H 1.188 1.203 1.864  0.243
8 H -2.242 -1.542 -0.971  0.343
9 H -2.192 -0.244 0.225  0.259
10 H -0.261 -1.359 0.953  0.297
11 H 0.400 -1.614 -0.677  0.249
12 N -0.109 1.199 -0.971  -0.605
13 S -1.407 0.515 -1.891  -0.042

Arrangement b

Density functional theory data (the ωB97M-V functional and the def2-TZVPD basis) for one molecule with the formula C4H7NS.

SMILES string = CS[C@H](C)C#N
Multiplicity = 1
HOMO energy = -9.3 eV
E_LUMO = 0.7277 eV

Last column: Mulliken charge in e.
Atoms and positions in Å:
1 C 1.733 -1.168 -0.619  -0.781
2 C -0.422 0.266 0.580  0.323
3 C -1.349 0.637 -0.584  -1.171
4 C -0.734 1.081 1.741  0.002
5 H 1.167 -1.991 -0.180  0.271
6 H 2.823 -1.260 -0.448  0.303
7 H 1.608 -1.129 -1.688  0.282
8 H -0.599 -0.778 0.831  0.216
9 H -1.297 1.692 -0.808  0.322
10 H -0.948 0.052 -1.404  0.329
11 H -2.387 0.480 -0.351  0.354
12 N -0.987 1.717 2.669  -0.409
13 S 1.390 0.400 0.263  -0.041

Stability order, top to bottom: arrangement b, arrangement a

Arrangement a

Density functional theory data (the ωB97M-V functional and the def2-TZVPD basis) for one molecule with the formula C4H7NS.

SMILES string = C[C@H]1N=CCS1
Multiplicity = 1
HOMO energy = -8.7 eV
E_LUMO = 0.9510 eV

Last column: Mulliken charge in e.
Atoms and positions in Å:
1 N -0.666 0.278 0.836  -0.638
2 S 0.663 -0.969 -0.825  -0.181
3 C -0.476 -0.871 1.415  0.094
4 C 0.691 -1.544 0.903  -0.583
5 C -0.490 1.472 -1.479  -1.136
6 C 0.227 0.689 -0.312  0.218
7 H -1.033 -1.365 2.197  0.372
8 H 1.611 -1.342 1.441  0.268
9 H 0.508 -2.599 1.012  0.363
10 H 0.041 1.243 -2.403  0.333
11 H -0.515 2.566 -1.261  0.302
12 H -1.483 1.073 -1.682  0.320
13 H 0.922 1.369 0.158  0.267

Arrangement b

Density functional theory data (the ωB97M-V functional and the def2-TZVPD basis) for a 2-piece molecular cluster, C4H7NS overall.

Multiplicity = 1
HOMO energy = -7.4 eV
E_LUMO = 0.4290 eV

Last column: Mulliken charge in e.
Atoms and positions in Å:
1 C -0.839 0.253 -0.177  0.020
2 C -1.545 -0.445 -1.060  -0.908
3 C 1.716 -0.663 0.560  -0.551
4 C -0.423 0.340 1.124  0.154
5 N -0.489 1.489 0.361  -0.313
6 S 2.248 0.322 -0.763  -0.152
7 H -1.668 -1.548 -0.970  0.227
8 H -2.057 0.064 -1.847  0.257
9 H 2.425 -0.730 1.440  0.318
10 H 1.434 -1.617 0.115  0.247
11 H -0.703 0.058 2.077  0.334
12 H -1.105 2.296 0.424  0.237
13 H 1.006 0.180 -1.285  0.131

Stability order, top to bottom: arrangement a, arrangement b

Arrangement a

Density functional theory data (the ωB97M-V functional and the def2-TZVPD basis) for a 2-piece molecular cluster, CH6NO overall.

Multiplicity = 1
HOMO energy (spin up / spin down) = -13.8 / -14.9 eV
E_LUMO (spin up / spin down) = -4.4877 / -4.7015 eV
Net charge = +1

Last column: Mulliken charge in e.
Atoms and positions in Å:
1 C -0.345 -0.195 -0.290  -0.262
2 N 0.873 0.557 0.049  -0.283
3 O -1.432 0.443 0.156  -0.425
4 H -0.339 -0.717 -1.236  0.400
5 H 0.024 -2.410 1.076  0.056
6 H 1.666 -0.081 0.216  0.402
7 H 1.145 1.237 -0.687  0.357
8 H 0.663 1.093 0.910  0.374
9 H -2.255 0.074 -0.193  0.381

Arrangement b

Density functional theory data (the ωB97M-V functional and the def2-TZVPD basis) for a 2-piece molecular cluster, CH6NO overall.

Multiplicity = 1
HOMO energy = -17.0 eV
E_LUMO = -5.2282 eV
Net charge = +1

Last column: Mulliken charge in e.
Atoms and positions in Å:
1 O -1.091 -0.887 1.521  -0.729
2 H -0.335 -0.175 0.216  0.313
3 H -1.424 -1.803 1.245  0.376
4 H -0.675 -1.102 2.366  0.354
5 C 0.605 0.810 -1.450  -0.023
6 N 0.407 0.541 -0.233  -0.093
7 H -0.179 0.589 -2.249  0.258
8 H 1.539 1.192 -1.744  0.272
9 H 1.154 0.836 0.326  0.273

Stability order, top to bottom: arrangement b, arrangement a

Arrangement a

Density functional theory data (the ωB97M-V functional and the def2-TZVPD basis) for C2H3NO3S as an isolated structure.

Multiplicity = 1
HOMO energy = -9.7 eV
E_LUMO = 0.3169 eV

Last column: Mulliken charge in e.
Atoms and positions in Å:
1 C 1.255 0.642 -1.428  0.742
2 C 0.264 -1.050 0.316  -0.711
3 N 0.620 1.633 -1.173  -0.434
4 O 2.164 -0.077 -1.600  -0.425
5 O 2.264 -2.474 -0.454  -0.539
6 O 2.753 -0.664 1.125  -0.529
7 S 1.851 -1.291 0.235  0.899
8 H -0.220 -0.239 0.893  0.386
9 H -0.211 -1.921 -0.224  0.316
10 H -0.330 1.948 -1.266  0.295

Arrangement b

Density functional theory data (the ωB97M-V functional and the def2-TZVPD basis) for one molecule with the formula C2H3NO3S.

SMILES string = O=S1(=O)CC=NO1
Multiplicity = 1
HOMO energy = -10.3 eV
E_LUMO = -0.6388 eV

Last column: Mulliken charge in e.
Atoms and positions in Å:
1 C -0.994 -0.823 -0.046  -0.205
2 C -0.608 0.623 0.054  -0.367
3 N -0.180 -1.810 -0.128  -0.168
4 O 1.838 0.870 -1.307  -0.481
5 O 1.695 1.132 1.146  -0.506
6 O 1.097 -1.531 -0.107  -0.291
7 S 1.216 0.528 -0.071  0.974
8 H -2.008 -1.258 -0.048  0.379
9 H -1.193 1.344 -0.539  0.375
10 H -0.864 0.926 1.047  0.290

Arrangement c

Density functional theory data (the ωB97M-V functional and the def2-TZVPD basis) for C2H3NO3S as an isolated structure.

Multiplicity = 1
HOMO energy (spin up / spin down) = -8.4 / -9.0 eV
E_LUMO (spin up / spin down) = -0.5676 / -2.0813 eV

Last column: Mulliken charge in e.
Atoms and positions in Å:
1 C -1.164 -1.527 -0.473  0.166
2 C -0.183 -0.477 -0.769  -0.260
3 N 3.450 -0.792 -0.195  0.082
4 O -0.838 -2.360 0.365  -0.491
5 O 3.881 0.306 -0.368  -0.307
6 O 1.599 1.171 -0.260  -0.505
7 S 1.241 -0.409 0.116  0.246
8 H -2.171 -1.576 -1.050  0.276
9 H -0.256 0.085 -1.716  0.347
10 H 2.701 1.312 -0.332  0.446

Stability order, top to bottom: arrangement a, arrangement b, arrangement c

Arrangement a

Density functional theory data (the ωB97M-V functional and the def2-TZVPD basis) for one molecule with the formula C2H3NO3S.

SMILES string = O=C(O)C(=S)NO
Multiplicity = 1
HOMO energy = -9.2 eV
E_LUMO = -0.1780 eV

Last column: Mulliken charge in e.
Atoms and positions in Å:
1 C -0.965 -0.104 -0.002  0.122
2 C 0.270 -1.008 0.149  0.739
3 H 1.168 1.481 -0.591  0.364
4 H -1.371 1.910 0.519  0.239
5 H 1.766 -1.786 -0.807  0.371
6 N -0.663 1.239 0.221  -0.085
7 O 0.724 1.613 0.334  -0.437
8 O 1.127 -0.964 -0.809  -0.480
9 O 0.487 -1.785 1.046  -0.532
10 S -2.542 -0.594 -0.060  -0.301

Arrangement b

Density functional theory data (the ωB97M-V functional and the def2-TZVPD basis) for one molecule with the formula C2H3NO3S.

SMILES string = O=S1(=O)C=NCO1
Multiplicity = 1
HOMO energy = -10.7 eV
E_LUMO = 0.1614 eV

Last column: Mulliken charge in e.
Atoms and positions in Å:
1 C -0.475 -1.250 -0.123  0.083
2 C 0.755 0.483 -1.022  -0.106
3 N 0.333 -0.917 -1.031  -0.432
4 O 0.145 -0.092 2.263  -0.503
5 O -1.867 0.812 1.373  -0.542
6 O 0.430 1.157 0.193  -0.284
7 S -0.561 0.271 1.129  0.937
8 H -0.978 -2.188 0.168  0.352
9 H 1.860 0.707 -1.030  0.238
10 H 0.358 1.018 -1.920  0.257

Stability order, top to bottom: arrangement b, arrangement a